{
  "formula": "C3H4O3Tb",
  "method": "ωB97M-V with the def2-TZVPD basis set",
  "species": ["H", "Tb", "O", "C", "C", "O", "O", "C", "H", "H", "H"],
  "positions_angstrom": [[-2.6116, -0.6094, 1.2331], [-1.3298, -2.0925, 1.6383], [1.0666, 1.1333, -0.6154], [1.4840, -0.0364, -1.1208], [0.0767, 0.8906, 0.4124], [2.5302, -0.1480, -1.7219], [0.6655, -1.0199, -0.8180], [-0.5527, -0.4200, -0.0058], [-0.6400, 1.7195, 0.4271], [0.6209, 0.8734, 1.3678], [-1.3097, -0.2905, -0.7967]],
  "mulliken_charge": [-0.145, 1.883, -0.298, 0.627, -0.384, -0.530, -0.314, -0.619, 0.302, 0.260, 0.218],
  "charge": 1,
  "s2": 12.75,
  "spin_multiplicity": 7,
  "gap_ev": [6.334, 6.851],
  "e_above_lowest_kj_mol": 289.3,
  "lumo_ev": [-6.84, -6.30],
  "homo_ha": [-0.48419, -0.48339]
}

=====

{
  "formula": "H10NO3",
  "method": "ωB97M-V with the def2-TZVPD basis set",
  "species": ["N", "H", "H", "H", "H", "H", "H", "O", "H", "H", "O", "H", "H", "O"],
  "positions_angstrom": [[0.0731, -0.7130, 0.5840], [-0.1845, -1.3852, -0.1442], [0.9022, -1.0832, 1.0278], [0.4665, 0.1517, 0.0719], [-0.7327, -0.4117, 1.1563], [-0.4898, -1.3180, -2.8981], [0.9988, -1.3721, -3.1720], [0.3530, -1.5041, -2.4594], [-1.4011, 0.9527, 3.0051], [-2.7050, 0.6440, 2.2683], [-1.7899, 0.8766, 2.1155], [1.8592, 1.6125, -1.2147], [1.4002, 2.1369, 0.1457], [1.2500, 1.4129, -0.4863]],
  "mulliken_charge": [-0.406, 0.364, 0.374, 0.348, 0.353, 0.334, 0.319, -0.640, 0.350, 0.339, -0.722, 0.320, 0.326, -0.658],
  "charge": 1,
  "gap_ev": 12.295,
  "e_above_lowest_kj_mol": 41.0,
  "lumo_ev": -3.19,
  "homo_ha": -0.56904
}

=====

{
  "formula": "C7H8N2OS",
  "method": "ωB97M-V with the def2-TZVPD basis set",
  "species": ["C", "C", "C", "C", "C", "C", "C", "N", "N", "O", "S", "H", "H", "H", "H", "H", "H", "H", "H"],
  "positions_angstrom": [[2.2271, 1.4368, 0.6677], [1.0557, 0.7175, 0.7955], [3.2094, 0.8504, -0.0267], [1.1870, -0.4602, -0.0142], [0.1422, -1.4980, -0.1273], [-2.0112, -0.8611, -0.3898], [-2.5101, 0.6248, -0.6405], [-0.5752, -1.4065, 1.2281], [-1.7156, -1.0158, 1.0174], [-0.8640, -1.2558, -1.0840], [2.7423, -0.6311, -0.7242], [2.3683, 2.3463, 1.2140], [0.1908, 1.1166, 1.2667], [4.3139, 1.2445, -0.1852], [0.5248, -2.5776, -0.0885], [-2.7106, -1.5127, -0.8301], [-1.7048, 1.1839, -0.3829], [-3.2192, 1.0051, -0.0330], [-2.6509, 0.6929, -1.6633]],
  "mulliken_charge": [-0.644, -0.474, -0.234, 0.026, 0.514, 0.310, -1.527, -0.214, -0.313, -0.407, -0.130, 0.365, 0.460, 0.292, 0.352, 0.410, 0.381, 0.455, 0.377],
  "gap_ev": 9.693,
  "smiles": "C[C@@H]1N=N[C@H](c2cccs2)O1",
  "e_above_lowest_kj_mol": 264.2,
  "lumo_ev": 0.73,
  "homo_ha": -0.32947
}

=====

{
  "formula": "C6H6",
  "method": "ωB97M-V with the def2-TZVPD basis set",
  "species": ["C", "C", "C", "C", "C", "C", "H", "H", "H", "H", "H", "H"],
  "positions_angstrom": [[2.6836, 0.1259, -0.1644], [1.2275, 0.2142, -0.3044], [0.0309, 0.2924, -0.4076], [-1.4292, 0.4186, -0.5310], [-2.1646, -0.3801, 0.4594], [-2.7827, -1.0144, 1.2736], [2.9549, -0.2220, 0.8378], [3.1125, -0.5697, -0.8937], [3.1494, 1.1056, -0.3160], [-1.7437, 0.1247, -1.5399], [-1.7100, 1.4732, -0.4174], [-3.3286, -1.5685, 2.0035]],
  "mulliken_charge": [-1.269, 0.640, -0.093, -0.754, -0.425, 0.113, 0.289, 0.289, 0.289, 0.268, 0.259, 0.394],
  "gap_ev": 10.558,
  "smiles": "C#CCC#CC",
  "e_above_lowest_kj_mol": 349.2,
  "lumo_ev": 0.98,
  "homo_ha": -0.35201
}

=====

{
  "formula": "H26O13",
  "method": "ωB97M-V with the def2-TZVPD basis set",
  "species": ["H", "H", "H", "H", "H", "H", "H", "H", "H", "H", "H", "H", "H", "H", "H", "H", "H", "H", "H", "H", "H", "H", "H", "H", "H", "H", "O", "O", "O", "O", "O", "O", "O", "O", "O", "O", "O", "O", "O"],
  "positions_angstrom": [[-0.8302, 1.0547, -1.1560], [-0.6458, 0.5316, 0.2591], [3.7958, 0.0890, -0.0985], [2.4811, 0.5845, 0.4814], [0.7064, -2.4571, -2.0721], [0.2203, -3.7475, -1.4327], [-1.6021, -4.6236, 0.9057], [-1.7263, -3.4582, -0.0620], [-3.1687, 3.4872, 0.5641], [-2.3804, 3.2445, 1.8407], [0.5794, 4.8656, -0.6024], [-0.0227, 3.7135, -1.3901], [2.0082, -1.8304, -0.7351], [2.4101, -2.4529, 0.5920], [-5.7806, 0.7483, 1.4930], [-4.6084, 0.4015, 0.5899], [2.1739, -1.9283, 3.4184], [2.2845, -1.4396, 1.9834], [2.1114, 1.2273, -2.8498], [1.7715, -0.2477, -2.7119], [3.0498, 2.3223, -0.8392], [1.6943, 2.4769, -0.1694], [0.7706, 0.5268, 2.8306], [2.2540, 0.8294, 2.9650], [-3.9291, -2.3042, -1.7859], [-2.4528, -2.1974, -1.4404], [-1.2862, 0.5678, -0.4603], [2.9735, 0.5271, -0.3453], [-0.0745, -3.0156, -1.9864], [-1.4780, -3.6697, 0.8450], [-2.7413, 2.7885, 1.0721], [0.0446, 4.6750, -1.3813], [1.9743, -2.6584, -0.2428], [-5.4959, 0.7770, 0.5726], [2.4625, -1.1738, 2.8926], [2.1631, 0.4901, -2.2310], [2.1855, 1.9019, -0.7669], [1.4247, 1.2135, 2.6588], [-3.3162, -1.8394, -1.2050]],
  "mulliken_charge": [0.252, 0.230, 0.146, 0.257, 0.268, 0.334, 0.297, 0.253, 0.305, 0.287, 0.310, 0.315, 0.352, 0.165, 0.307, 0.307, 0.307, 0.297, 0.223, 0.234, 0.309, 0.163, 0.327, 0.297, 0.289, 0.315, -0.492, -0.428, -0.562, -0.595, -0.563, -0.616, -0.531, -0.632, -0.603, -0.447, -0.451, -0.649, -0.577],
  "gap_ev": 8.012,
  "e_above_lowest_kj_mol": 896.5,
  "lumo_ev": -0.13,
  "homo_ha": -0.29929
}

=====

{
  "formula": "C17H21N2O",
  "method": "ωB97M-V with the def2-TZVPD basis set",
  "species": ["C", "N", "C", "N", "C", "H", "H", "H", "H", "H", "H", "H", "H", "C", "O", "C", "C", "C", "C", "C", "C", "C", "C", "C", "C", "C", "C", "C", "H", "H", "H", "H", "H", "H", "H", "H", "H", "H", "H", "H", "H"],
  "positions_angstrom": [[1.8937, -2.2781, 0.0115], [0.4438, -2.4455, 0.0849], [-0.0388, -3.0642, 1.3285], [-0.1805, -3.1160, -0.9649], [0.3408, -3.4085, -2.0916], [2.3499, -2.7399, 0.8996], [2.2985, -2.7303, -0.9037], [2.1720, -1.2125, 0.0057], [0.8091, -3.4302, 1.9226], [-0.6116, -2.3588, 1.9325], [-0.7147, -3.8779, 1.0372], [-0.3654, -3.7276, -2.8745], [1.4101, -3.4531, -2.3467], [2.0579, 4.0526, -3.4479], [2.6702, 3.4864, -2.2760], [1.9416, 2.6684, -1.4756], [2.5895, 2.1984, -0.3026], [1.9337, 1.3459, 0.5552], [0.5922, 0.9104, 0.2944], [-0.0644, 0.0663, 1.2340], [-1.4411, 0.1312, 1.5887], [-1.8958, -0.6227, 2.7225], [-3.2477, -0.8385, 2.9495], [-4.2033, -0.2008, 2.1418], [-3.7836, 0.7027, 1.1541], [-2.4298, 0.9203, 0.9223], [-0.0180, 1.3547, -0.9133], [0.6156, 2.2523, -1.7580], [2.8736, 4.5842, -3.9332], [1.6601, 3.2764, -4.1155], [1.2614, 4.7577, -3.1707], [3.6057, 2.5391, -0.1101], [2.4153, 1.0383, 1.4859], [0.5856, -0.4831, 1.9209], [-1.1471, -1.0277, 3.4114], [-3.5554, -1.4985, 3.7609], [-5.2649, -0.3864, 2.3041], [-4.5245, 1.2597, 0.5730], [-2.1146, 1.7278, 0.2553], [-1.0166, 0.9972, -1.1698], [0.0976, 2.6304, -2.6424]],
  "mulliken_charge": [-0.682, 0.843, -0.726, -0.909, -0.217, 0.210, 0.376, 0.075, 0.275, 0.127, 0.349, 0.258, 0.209, -0.806, -0.406, 0.902, -0.744, -0.272, 0.237, -0.778, 0.654, -0.382, -0.701, -0.329, -0.757, -0.412, -0.884, -0.706, 0.248, 0.342, 0.355, 0.453, 0.416, 0.694, 0.509, 0.401, 0.406, 0.396, 0.743, 0.860, 0.374],
  "charge": 1,
  "gap_ev": 5.959,
  "e_above_lowest_kj_mol": 351.6,
  "lumo_ev": -5.38,
  "homo_ha": -0.41686
}

=====

{
  "formula": "C18H27AgN5O7Ta",
  "method": "ωB97M-V with the def2-TZVPD basis set",
  "species": ["N", "C", "O", "Ag", "Ta", "N", "N", "C", "C", "C", "C", "C", "C", "C", "C", "H", "H", "H", "H", "H", "H", "H", "H", "H", "H", "H", "H", "H", "H", "H", "H", "H", "H", "C", "H", "H", "H", "C", "H", "H", "H", "O", "C", "O", "C", "C", "C", "C", "C", "C", "N", "O", "O", "N", "O", "O", "H", "H", "H"],
  "positions_angstrom": [[-1.0111, 1.9357, 0.2392], [-0.5632, 2.8831, 0.9621], [-0.1593, 3.7603, 1.6217], [-4.0667, 0.2195, -1.4109], [-0.8965, 0.2962, -0.7635], [-0.6066, 0.8876, -2.6032], [-2.6421, -0.6643, -0.3662], [0.3500, 1.8815, -3.1651], [-3.2373, -0.8888, 1.0041], [-0.4029, 3.2036, -3.2486], [0.8222, 1.4131, -4.5413], [1.5664, 2.0347, -2.2786], [-4.4858, -1.7551, 0.8073], [-2.2574, -1.5935, 1.9309], [-3.6070, 0.4865, 1.5379], [-1.2788, 3.1206, -3.9012], [0.2652, 3.9790, -3.6505], [-0.7423, 3.5123, -2.2510], [1.1922, 0.3836, -4.4879], [1.6477, 2.0572, -4.8723], [0.0344, 1.4804, -5.2986], [1.3410, 2.4433, -1.2872], [2.2529, 2.7428, -2.7748], [2.1018, 1.0822, -2.1690], [-5.2004, -1.2762, 0.1187], [-4.9859, -1.8805, 1.7778], [-4.2202, -2.7389, 0.4041], [-2.0649, -2.6229, 1.5984], [-2.7220, -1.6472, 2.9299], [-1.3013, -1.0603, 2.0337], [-2.7388, 1.1579, 1.5562], [-4.0181, 0.3731, 2.5536], [-4.3850, 0.9553, 0.9105], [-2.1698, -1.9218, -1.0449], [-1.1211, -1.7845, -1.4539], [-2.1772, -2.7782, -0.3548], [-2.8294, -2.1566, -1.8982], [-1.6258, 0.4328, -3.5790], [-1.2984, -0.4844, -4.0961], [-2.6002, 0.2334, -3.0935], [-1.8041, 1.2416, -4.3027], [1.7715, 1.6047, 0.7196], [1.6490, 0.3888, 0.8481], [0.6972, -0.3265, 0.2017], [2.5418, -0.3917, 1.7565], [2.3215, -1.7399, 2.0626], [3.2096, -2.4032, 2.9384], [4.3219, -1.7459, 3.4791], [4.5346, -0.3988, 3.1562], [3.6354, 0.2884, 2.3126], [5.6905, 0.2904, 3.6622], [6.4868, -0.3307, 4.3984], [5.8547, 1.4869, 3.3405], [2.9531, -3.7753, 3.2914], [1.9389, -4.3331, 2.8185], [3.7524, -4.3541, 4.0578], [1.4772, -2.2731, 1.6366], [5.0087, -2.2696, 4.1379], [3.8011, 1.3384, 2.0888]],
  "mulliken_charge": [-0.750, 1.098, -0.340, 0.545, 1.322, 0.461, 0.091, 1.176, 0.629, -1.327, -1.610, -1.787, -1.325, -1.523, -1.298, 0.383, 0.456, 0.244, 0.398, 0.462, 0.377, 0.319, 0.598, 0.303, 0.383, 0.459, 0.356, 0.430, 0.508, 0.365, 0.164, 0.473, 0.404, -0.847, 0.446, 0.425, 0.315, -0.614, 0.347, -0.072, 0.494, -0.527, 0.257, -0.865, 0.549, -0.370, -0.434, -0.258, -0.368, -0.601, 0.980, -0.548, -0.562, 0.991, -0.593, -0.543, 0.641, 0.640, 0.672],
  "charge": 2,
  "gap_ev": 6.936,
  "e_above_lowest_kj_mol": 29.9,
  "lumo_ev": -8.31,
  "homo_ha": -0.56025
}

=====

{
  "formula": "C4H9NO3",
  "method": "ωB97M-V with the def2-TZVPD basis set",
  "species": ["O", "C", "O", "C", "C", "C", "O", "N", "H", "H", "H", "H", "H", "H", "H", "H", "H"],
  "positions_angstrom": [[0.9897, 0.6641, -2.7027], [0.4713, 0.9959, -1.6758], [-0.4709, 1.9622, -1.6853], [0.6380, 0.3276, -0.3095], [-0.6756, 0.2656, 0.4376], [-0.6768, -0.3816, 1.8019], [-0.8155, -1.8051, 1.6730], [1.2150, -1.0007, -0.4296], [-0.4625, 2.2672, -2.5802], [1.3321, 0.9092, 0.3068], [-1.1672, 1.2437, 0.4775], [-1.4962, -0.1945, -0.1381], [-1.5810, -0.0847, 2.3463], [0.2103, -0.1999, 2.4174], [0.4886, -1.6465, -0.7497], [2.0068, -1.0542, -1.0573], [-0.0061, -2.2683, 1.8678]],
  "mulliken_charge": [-0.580, 0.383, -0.424, 0.154, -0.767, -0.570, -0.550, -0.569, 0.328, 0.268, 0.460, 0.425, 0.288, 0.312, 0.271, 0.252, 0.319],
  "gap_ev": 10.367,
  "smiles": "N[C@H](CCO)C(=O)O",
  "e_above_lowest_kj_mol": 94.3,
  "lumo_ev": 0.73,
  "homo_ha": -0.35426
}

=====

Number 1: DFT total energy -31740.838 eV. Number 2: DFT total energy -7789.254 eV. Number 3: DFT total energy -23248.782 eV. Number 4: DFT total energy -6315.581 eV. Number 5: DFT total energy -27032.655 eV. Number 6: DFT total energy -22987.518 eV. Number 7: DFT total energy -46417.147 eV. Number 8: DFT total energy -11926.564 eV.